(1)
Molecular formula: C19H14CrN3O8S2
Method: DFT, ωB97M-V/def2-TZVPD

```
! wB97M-V def2-TZVPD RIJCOSX def2/J DEFGRID3
* xyz -1 5
Cr 0.195 1.204 0.735
O 3.734 -2.078 -1.773
C 2.558 -2.724 -1.877
C 2.553 -3.951 -2.538
C 1.377 -4.665 -2.674
C 0.185 -4.172 -2.155
C 0.186 -2.959 -1.493
C 1.358 -2.221 -1.339
C 1.299 -0.930 -0.634
O 0.183 -0.573 -0.082
N 2.365 -0.161 -0.603
N 2.064 0.980 0.079
C 2.898 2.009 0.128
C 2.409 3.146 0.792
C 3.134 4.345 0.988
C 2.549 5.391 1.646
C 1.227 5.264 2.127
C 0.572 4.074 1.908
N 1.117 3.040 1.269
H 3.562 -1.230 -1.286
H 3.488 -4.320 -2.939
H 1.390 -5.617 -3.194
H -0.736 -4.727 -2.270
H -0.726 -2.542 -1.087
H 3.882 1.966 -0.323
H 4.145 4.415 0.609
H 3.098 6.312 1.798
H 0.735 6.070 2.650
H -0.441 3.913 2.260
O -0.235 -2.263 2.134
S -1.049 -1.116 2.477
O -0.932 1.318 2.268
O -0.012 0.213 2.503
C -2.400 -0.810 1.147
C -3.352 -1.656 1.722
C -4.602 -1.914 1.184
C -4.953 -1.255 0.029
C -4.044 -0.377 -0.541
C -2.765 -0.127 -0.042
S -1.969 0.980 -1.320
O -3.035 1.860 -1.726
O -1.472 0.067 -2.310
O -0.886 1.826 -0.715
H -3.118 -2.153 2.659
H -5.273 -2.602 1.680
H -5.920 -1.397 -0.436
H -4.342 0.149 -1.435
*
```

Values from the calculation:
Lowest unoccupied orbital energy (alpha / beta): 2.65 / 2.24 eV
Energy above the lowest of the compared OMol25 structures with the same formula, charge and spin: 118.69 kcal per mole

Here are the Löwdin charges for atoms 1 to 6, given in e: atom 1 (Cr): 0.903, atom 2 (O): 0.040, atom 3 (C): -0.273, atom 4 (C): -0.033, atom 5 (C): -0.104, atom 6 (C): -0.098

=====

(2)
Molecular formula: C19H15Br2N5RhS
Method: DFT, ωB97M-V/def2-TZVPD

```
! wB97M-V def2-TZVPD RIJCOSX def2/J DEFGRID3
* xyz 3 1
Rh 0.172 -0.059 1.069
C 0.294 3.730 -2.378
N -0.888 2.974 -1.925
C -2.129 3.022 -2.516
C -2.944 2.202 -1.820
N -2.193 1.666 -0.781
C -0.930 2.151 -0.875
S 0.466 1.848 0.101
C -2.731 0.831 0.237
C -4.089 0.865 0.502
C -4.606 0.000 1.452
C -3.753 -0.871 2.120
C -2.413 -0.814 1.824
N -1.895 0.022 0.896
H -0.015 4.372 -3.196
H 1.059 3.037 -2.724
H 0.673 4.345 -1.565
H -2.326 3.629 -3.384
H -3.971 1.940 -1.994
H -4.733 1.571 0.000
H -5.664 0.014 1.676
H -4.117 -1.564 2.865
H -1.708 -1.459 2.344
Br 6.373 -1.483 2.872
C 4.664 -0.999 2.361
C 4.006 0.057 2.987
C 2.729 0.376 2.581
N 2.106 -0.298 1.601
C 2.743 -1.316 0.976
C 4.014 -1.696 1.337
C 1.942 -1.943 -0.089
C 2.383 -2.948 -0.921
C 1.539 -3.435 -1.920
Br 2.106 -4.788 -3.041
C 0.262 -2.886 -2.058
C -0.129 -1.895 -1.192
N 0.685 -1.444 -0.220
H 4.478 0.622 3.779
H 2.182 1.188 3.044
H 4.513 -2.522 0.851
H 3.375 -3.360 -0.805
H -0.416 -3.232 -2.825
H -1.113 -1.452 -1.248
*
```

Values from the calculation:
Lowest unoccupied orbital energy (alpha / beta): -11.65 / -11.65 eV
Energy above the lowest of the compared OMol25 structures with the same formula, charge and spin: 0.00 kcal per mole

Here are the Löwdin charges for atoms 1 to 6, given in e: atom 1 (Rh): 0.928, atom 2 (C): 0.031, atom 3 (N): -0.084, atom 4 (C): 0.045, atom 5 (C): 0.037, atom 6 (N): 0.033

=====

(3)
Molecular formula: C19H15BrCdN3O2S
Method: DFT, ωB97M-V/def2-TZVPD

```
! wB97M-V def2-TZVPD RIJCOSX def2/J DEFGRID3
* xyz 1 1
Cd -0.041 0.103 -2.460
C -3.485 0.403 -2.291
O -2.235 0.395 -1.593
C -2.245 0.627 -0.237
C -3.389 0.700 0.513
C -3.293 0.931 1.891
Br -4.874 1.033 2.915
C -2.075 1.082 2.488
C -0.898 1.008 1.719
C -0.954 0.777 0.334
O 0.117 0.711 -0.413
C 0.391 1.173 2.349
N 1.563 1.131 1.715
C 2.601 1.324 2.620
C 3.979 1.367 2.459
C 4.727 1.580 3.600
C 4.125 1.745 4.856
C 2.753 1.701 5.015
C 2.005 1.487 3.866
N 0.631 1.386 3.653
H -4.114 -0.422 -1.957
H -3.246 0.274 -3.343
H -3.994 1.355 -2.138
H -4.364 0.585 0.062
H -2.039 1.262 3.554
H 1.571 0.980 0.708
H 4.443 1.240 1.491
H 5.804 1.622 3.526
H 4.751 1.909 5.721
H 2.289 1.829 5.983
H -0.082 1.460 4.358
S 1.290 -0.097 -4.481
C 0.535 -1.686 -4.515
C 0.819 -2.641 -5.492
C 0.158 -3.851 -5.449
C -0.772 -4.102 -4.442
C -0.994 -3.118 -3.506
N -0.358 -1.940 -3.537
H 1.542 -2.422 -6.263
H 0.361 -4.604 -6.200
H -1.306 -5.039 -4.386
H -1.699 -3.258 -2.695
*
```

Values from the calculation:
Lowest unoccupied orbital energy: -3.16 eV
Energy above the lowest of the compared OMol25 structures with the same formula, charge and spin: 0.99 kcal per mole

Here are the Löwdin charges for atoms 1 to 6, given in e: atom 1 (Cd): 1.273, atom 2 (C): -0.038, atom 3 (O): -0.213, atom 4 (C): -0.207, atom 5 (C): -0.040, atom 6 (C): -0.681

=====

(4)
Molecular formula: C19H15BrF3N5ORuS
Method: DFT, ωB97M-V/def2-TZVPD

```
! wB97M-V def2-TZVPD RIJCOSX def2/J DEFGRID3
* xyz 2 5
Ru 0.425 -0.029 -0.074
N 1.492 -2.891 -3.210
C 0.965 -2.098 -2.299
S 2.036 -1.240 -1.194
N -0.334 -1.988 -2.204
N -0.824 -1.146 -1.301
C -2.151 -1.154 -1.291
C -3.005 -0.254 -0.641
C -4.399 -0.466 -0.712
C -5.267 0.446 -0.180
C -4.769 1.626 0.435
C -3.432 1.884 0.510
C -2.495 0.951 -0.003
O -1.246 1.173 0.091
H 2.489 -2.961 -3.331
H 0.884 -3.403 -3.835
H -2.610 -1.913 -1.916
H -4.765 -1.363 -1.194
H -6.333 0.275 -0.234
H -5.469 2.338 0.855
H -3.054 2.787 0.970
Br 6.333 0.412 3.038
C 4.652 0.455 2.215
C 4.329 1.462 1.312
C 3.080 1.453 0.728
N 2.165 0.514 1.006
C 2.487 -0.465 1.877
C 3.709 -0.531 2.501
H 5.043 2.234 1.065
H 2.794 2.223 0.023
H 1.729 -1.212 2.075
H 3.931 -1.335 3.188
F 0.375 2.792 6.715
C -0.835 2.480 6.227
F -1.509 3.622 6.036
F -1.481 1.751 7.135
C -0.678 1.741 4.915
C -0.206 2.445 3.815
C -0.031 1.758 2.631
N -0.285 0.448 2.504
C -0.750 -0.209 3.564
C -0.966 0.396 4.795
H 0.012 3.502 3.885
H 0.320 2.287 1.758
H -0.956 -1.265 3.433
H -1.355 -0.162 5.634
*
```

Values from the calculation:
Lowest unoccupied orbital energy (alpha / beta): -7.05 / -9.38 eV
Energy above the lowest of the compared OMol25 structures with the same formula, charge and spin: 11.07 kcal per mole

Here are the Löwdin charges for atoms 1 to 6, given in e: atom 1 (Ru): 1.277, atom 2 (N): 0.177, atom 3 (C): -0.752, atom 4 (S): 0.746, atom 5 (N): 0.013, atom 6 (N): -0.149

=====

(5)
Molecular formula: C19H15Cl2N4S3Tc
Method: DFT, ωB97M-V/def2-TZVPD

```
! wB97M-V def2-TZVPD RIJCOSX def2/J DEFGRID3
* xyz 1 2
Tc 0.574 -0.448 0.838
N 3.335 -1.731 3.884
C 2.659 -1.152 2.893
S 1.016 -1.774 2.605
N 3.213 -0.175 2.230
N 2.416 0.308 1.244
C 2.830 1.289 0.526
C 1.972 1.742 -0.559
C 2.336 2.766 -1.416
C 1.497 3.076 -2.478
C 0.332 2.351 -2.652
C 0.024 1.351 -1.743
N 0.816 1.060 -0.716
H 2.920 -2.459 4.437
H 4.260 -1.401 4.111
H 3.801 1.734 0.713
H 3.265 3.298 -1.261
H 1.761 3.867 -3.167
H -0.339 2.550 -3.475
H -0.881 0.763 -1.830
Cl -1.706 -1.489 0.306
C -1.169 -3.098 -0.154
C -2.012 -4.172 0.020
C -1.556 -5.424 -0.373
C -0.296 -5.571 -0.927
C 0.524 -4.464 -1.096
Cl 2.087 -4.657 -1.800
C 0.103 -3.196 -0.705
S 1.088 -1.759 -0.969
H -2.992 -4.039 0.455
H -2.189 -6.291 -0.242
H 0.066 -6.542 -1.234
S -0.724 1.030 2.052
C -1.703 2.042 0.973
C -1.194 3.215 0.426
C -1.997 4.001 -0.387
C -3.304 3.621 -0.656
C -3.819 2.461 -0.091
C -3.026 1.676 0.733
H -0.180 3.525 0.658
H -1.603 4.920 -0.803
H -3.928 4.238 -1.288
H -4.846 2.175 -0.278
H -3.430 0.785 1.197
*
```

Values from the calculation:
Lowest unoccupied orbital energy (alpha / beta): -5.07 / -5.04 eV
Energy above the lowest of the compared OMol25 structures with the same formula, charge and spin: 0.00 kcal per mole

Here are the Löwdin charges for atoms 1 to 6, given in e: atom 1 (Tc): 0.594, atom 2 (N): 0.114, atom 3 (C): -0.762, atom 4 (S): 0.630, atom 5 (N): 0.021, atom 6 (N): -0.205

=====

What is the energy above the lowest of the compared OMol25 structures with the same formula, charge and spin in the third record? 0.99 kcal per mole